Record 1
The following is a quantum chemistry calculation of C6H12O as an isolated structure in a non-equilibrium geometry, from the Open Molecules 2025 dataset.

Geometry (Å):
C  -0.362  -0.782  0.785
C  -1.041  -0.053  -0.523
C  0.109  1.376  0.224
C  1.047  -1.301  0.772
C  0.879  1.807  -0.993
C  -1.440  -1.605  0.023
O  -2.553  -1.897  0.537
H  -0.772  -0.459  1.734
H  -0.926  -2.298  -0.669
H  -0.623  -0.159  -1.518
H  -1.883  0.620  -0.417
H  0.756  1.269  1.088
H  -0.682  2.063  0.513
H  1.099  -2.186  1.412
H  1.779  -0.593  1.173
H  1.352  -1.602  -0.233
H  1.624  1.066  -1.289
H  1.408  2.741  -0.769
H  0.230  1.992  -1.850

Computed properties:
Gap between HOMO and LUMO (spin up / spin down): 7.7 / 7.6 eV
Electronic energy: -8459.035 eV
Net charge: 0
2S+1: 1
Maximum force: 4.27 eV/A
Highest occupied orbital energy (spin up / spin down): -0.2713 / -0.2713 Eh



Record 2
The following is a quantum chemistry calculation of one molecule with the formula C6H12O in a non-equilibrium geometry, from the Open Molecules 2025 dataset.

Geometry (Å):
C  1.869  0.732  0.689
C  1.827  -0.310  -0.396
O  0.559  -0.984  -0.966
C  -0.491  -1.215  -0.103
C  -1.014  -0.347  1.138
C  -1.743  -0.417  -0.171
C  -1.632  0.851  -0.986
H  1.856  0.466  1.756
H  1.377  1.700  0.513
H  2.955  0.788  0.344
H  2.497  -1.120  -0.081
H  2.112  0.172  -1.324
H  -0.607  -2.266  0.191
H  -0.870  0.667  1.544
H  -1.313  -1.032  1.927
H  -2.703  -0.921  -0.215
H  -1.642  0.639  -2.059
H  -2.447  1.540  -0.744
H  -0.686  1.360  -0.766

Computed properties:
Gap between HOMO and LUMO: 10.4 eV
Electronic energy: -8461.301 eV
Net charge: 0
2S+1: 1
SMILES: CCO[C@H]1C[C@H]1C
Maximum force: 3.32 eV/A
Highest occupied orbital energy: -0.3442 Eh



Record 3
The following is a quantum chemistry calculation of one molecule with the formula C6H12O, from the Open Molecules 2025 dataset.

Geometry (Å):
C  -0.088  -0.844  -1.884
C  -0.603  0.338  -1.064
C  0.100  0.437  0.278
C  1.563  0.835  0.249
C  -0.668  0.897  1.495
C  -0.296  -0.540  1.360
O  -1.387  -1.400  1.175
H  -0.443  -1.790  -1.457
H  1.007  -0.882  -1.902
H  -0.427  -0.803  -2.923
H  -1.680  0.219  -0.900
H  -0.470  1.281  -1.615
H  2.166  0.161  -0.372
H  1.686  1.854  -0.138
H  1.988  0.816  1.260
H  -1.731  1.094  1.384
H  -0.163  1.522  2.227
H  0.503  -0.950  1.980
H  -1.056  -2.246  0.848

Computed properties:
Gap between HOMO and LUMO: 10.2 eV
Electronic energy: -8463.256 eV
Net charge: 0
2S+1: 1
SMILES: CC[C@@]1(C)C[C@H]1O
Maximum force: 0.25 eV/A
Highest occupied orbital energy: -0.3414 Eh



Record 4
The following is a quantum chemistry calculation of a 2-piece molecular cluster, C6H12O overall, from the Open Molecules 2025 dataset.

Geometry (Å):
C  -2.582  0.467  -0.995
C  -1.283  0.526  -0.194
O  -0.770  1.847  -0.307
C  -1.287  -0.193  1.073
C  1.267  -1.616  1.169
C  1.874  -0.495  0.780
C  2.112  -0.102  -0.649
H  -2.959  -0.557  -1.029
H  -2.408  0.831  -2.011
H  -3.333  1.109  -0.527
H  -0.575  -0.206  -0.669
H  -0.140  1.980  0.414
H  -0.689  0.385  1.810
H  0.913  -2.353  0.450
H  1.110  -1.851  2.218
H  2.226  0.205  1.540
H  1.813  -0.902  -1.335
H  3.170  0.124  -0.828
H  1.540  0.800  -0.909

Computed properties:
Gap between HOMO and LUMO: 8.7 eV
Electronic energy: -8459.327 eV
Net charge: 0
2S+1: 1
Maximum force: 0.40 eV/A
Highest occupied orbital energy: -0.3268 Eh



Record 5
The following is a quantum chemistry calculation of a 2-piece molecular cluster, C6H12O overall, from the Open Molecules 2025 dataset.

Geometry (Å):
C  -0.633  -1.591  -0.760
C  -0.197  -0.190  -1.211
C  -1.629  0.822  1.400
C  -0.879  1.917  1.410
O  1.177  1.612  -0.479
C  1.033  0.410  -0.558
C  2.111  -0.541  -0.090
H  -1.714  -1.721  -0.884
H  -0.144  -2.369  -1.352
H  -0.409  -1.792  0.294
H  -1.004  0.541  -1.137
H  -1.390  -0.045  2.012
H  -2.499  0.732  0.753
H  0.012  1.999  2.026
H  -1.088  2.764  0.762
H  0.099  -0.214  -2.268
H  1.821  -0.991  0.868
H  2.255  -1.358  -0.805
H  3.039  0.015  0.044

Computed properties:
Gap between HOMO and LUMO: 10.4 eV
Electronic energy: -8462.979 eV
Net charge: 0
2S+1: 1
SMILES: CCC(C)=O.C=C
Maximum force: 0.48 eV/A
Highest occupied orbital energy: -0.3476 Eh



Record 6
The following is a quantum chemistry calculation of one molecule with the formula C6H12O in a non-equilibrium geometry, from the Open Molecules 2025 dataset.

Geometry (Å):
C  -0.348  -1.759  0.695
O  -1.541  -2.192  -0.117
C  0.647  -1.106  -0.202
C  0.109  0.040  -1.128
C  -0.714  1.249  -0.494
C  1.063  1.797  1.197
C  0.020  2.167  0.401
H  -0.845  -0.892  1.347
H  -0.002  -2.650  1.264
H  -1.470  -2.973  -0.706
H  1.632  -0.983  0.313
H  0.852  -1.870  -0.824
H  0.929  0.447  -1.705
H  -0.532  -0.469  -1.899
H  -1.115  1.764  -1.307
H  -1.629  0.775  0.115
H  1.763  1.010  0.689
H  1.322  2.378  2.115
H  -0.140  3.268  0.247

Computed properties:
Gap between HOMO and LUMO: 9.6 eV
Electronic energy: -8460.985 eV
Net charge: 0
2S+1: 1
SMILES: C=CCCCCO
Maximum force: 3.95 eV/A
Highest occupied orbital energy: -0.3180 Eh



Record 7
The following is a quantum chemistry calculation of one molecule with the formula C6H12O in a non-equilibrium geometry, from the Open Molecules 2025 dataset.

Geometry (Å):
C  1.743  -0.815  -0.825
C  0.969  0.335  -0.210
O  0.763  1.289  -1.246
C  -1.017  1.405  0.242
C  -0.450  0.055  0.421
C  -0.530  -0.734  1.696
C  -1.341  -0.156  -0.734
H  2.653  -0.399  -1.273
H  2.023  -1.576  -0.095
H  1.169  -1.277  -1.637
H  1.573  0.827  0.567
H  -2.041  1.709  0.313
H  -0.320  2.242  0.428
H  0.128  -0.305  2.459
H  -0.251  -1.778  1.521
H  -1.559  -0.714  2.071
H  -0.106  1.027  -1.621
H  -2.411  -0.239  -0.588
H  -0.994  -0.895  -1.488

Computed properties:
Gap between HOMO and LUMO: 9.5 eV
Electronic energy: -8460.265 eV
Net charge: 0
2S+1: 1
SMILES: C[C@@H](O)C1(C)CC1
Maximum force: 1.35 eV/A
Highest occupied orbital energy: -0.3216 Eh



Record 8
The following is a quantum chemistry calculation of one molecule with the formula C6H12O, from the Open Molecules 2025 dataset.

Geometry (Å):
C  -1.301  -0.127  -1.570
C  -0.549  0.440  -0.380
C  -0.010  1.841  -0.614
O  -1.121  0.162  0.896
C  0.166  -0.399  0.614
C  0.210  -1.909  0.533
C  1.283  0.179  1.473
H  -2.360  0.149  -1.502
H  -1.242  -1.214  -1.632
H  -0.910  0.288  -2.505
H  1.051  1.710  -0.842
H  -0.108  2.481  0.267
H  -0.476  2.346  -1.466
H  1.200  -2.255  0.215
H  0.011  -2.332  1.524
H  -0.533  -2.315  -0.155
H  1.015  0.036  2.526
H  1.436  1.248  1.316
H  2.239  -0.329  1.301

Computed properties:
Gap between HOMO and LUMO: 10.9 eV
Electronic energy: -8463.341 eV
Net charge: 0
2S+1: 1
SMILES: CC1(C)OC1(C)C
Maximum force: 0.38 eV/A
Highest occupied orbital energy: -0.3650 Eh



Record 9
The following is a quantum chemistry calculation of a 2-piece molecular cluster, C6H12O overall, from the Open Molecules 2025 dataset.

Geometry (Å):
C  1.837  1.902  -0.291
C  0.792  1.063  0.440
C  -0.314  0.524  -0.474
C  -1.475  -0.060  0.324
C  -2.266  -1.268  -0.087
C  -1.470  -1.439  0.921
O  0.778  -2.730  -0.368
H  2.337  1.326  -1.079
H  1.373  2.777  -0.764
H  2.608  2.266  0.398
H  0.330  1.667  1.234
H  1.283  0.224  0.957
H  0.099  -0.219  -1.172
H  -0.696  1.347  -1.095
H  -1.999  0.721  0.887
H  -0.136  -2.534  -0.608
H  -3.030  -1.667  -0.737
H  -1.071  -2.084  1.689
H  1.131  -1.865  -0.127

Computed properties:
Gap between HOMO and LUMO: 10.8 eV
Electronic energy: -8461.513 eV
Net charge: 0
2S+1: 1
SMILES: CCCC1C=C1.O
Maximum force: 0.30 eV/A
Highest occupied orbital energy: -0.3552 Eh



Record 10
The following is a quantum chemistry calculation of one molecule with the formula C6H12O, from the Open Molecules 2025 dataset.

Geometry (Å):
C  2.702  -0.075  0.655
C  1.263  -0.573  0.634
C  0.276  0.560  0.331
C  -1.141  0.063  0.372
C  -2.323  0.804  -0.200
C  -1.792  -0.417  -0.892
O  -1.245  -0.120  -2.147
H  2.976  0.371  -0.308
H  2.831  0.697  1.423
H  3.410  -0.881  0.869
H  1.014  -1.029  1.603
H  1.157  -1.379  -0.109
H  0.459  0.940  -0.684
H  0.408  1.382  1.048
H  -1.402  -0.563  1.221
H  -2.096  1.741  -0.709
H  -3.288  0.795  0.303
H  -2.282  -1.393  -0.835
H  -0.927  -0.923  -2.576

Computed properties:
Gap between HOMO and LUMO: 10.2 eV
Electronic energy: -8463.068 eV
Net charge: 0
2S+1: 1
SMILES: CCC[C@H]1C[C@H]1O
Maximum force: 0.54 eV/A
Highest occupied orbital energy: -0.3423 Eh



Record 11
The following is a quantum chemistry calculation of a 2-piece molecular cluster, C6H12O overall in a non-equilibrium geometry, from the Open Molecules 2025 dataset.

Geometry (Å):
C  -1.442  0.170  -0.717
C  -0.271  0.625  0.103
C  -0.067  1.867  0.543
C  0.742  -0.448  0.425
C  0.244  -1.367  1.515
C  0.861  -2.496  1.846
H  -1.957  1.028  -1.154
H  -1.099  -0.477  -1.519
H  -2.229  -0.327  -0.148
H  -0.817  2.628  0.385
H  0.981  2.130  0.644
H  1.673  0.061  0.675
H  0.950  -1.077  -0.441
H  -0.681  -1.147  2.045
H  1.873  -2.661  1.502
H  0.357  -3.297  2.359
H  0.538  2.348  -2.652
H  -0.270  1.044  -2.627
O  0.614  1.396  -2.784

Computed properties:
Gap between HOMO and LUMO: 10.1 eV
Electronic energy: -8462.219 eV
Net charge: 0
2S+1: 1
SMILES: C=CCC(=C)C.O
Maximum force: 1.44 eV/A
Highest occupied orbital energy: -0.3423 Eh



Record 12
The following is a quantum chemistry calculation of one molecule with the formula C6H12O, from the Open Molecules 2025 dataset.

Geometry (Å):
C  0.482  -2.063  -0.319
C  0.035  -0.975  0.632
O  1.090  -0.559  1.522
C  0.916  0.814  1.150
C  -0.157  0.474  0.092
C  -1.547  1.077  0.246
C  0.300  0.740  -1.334
H  0.767  -2.956  0.244
H  -0.323  -2.334  -1.011
H  1.345  -1.736  -0.905
H  -0.838  -1.316  1.210
H  1.834  1.249  0.730
H  0.580  1.434  1.989
H  -2.049  0.675  1.123
H  -2.179  0.860  -0.627
H  -1.513  2.167  0.351
H  -0.336  0.228  -2.066
H  1.324  0.402  -1.475
H  0.270  1.817  -1.552

Computed properties:
Gap between HOMO and LUMO: 10.5 eV
Electronic energy: -8463.274 eV
Net charge: 0
2S+1: 1
SMILES: C[C@H]1OCC1(C)C
Maximum force: 0.50 eV/A
Highest occupied orbital energy: -0.3516 Eh